The following is a quantum chemistry calculation of a structure of composition C37H45N9Pd, from the Open Molecules 2025 dataset.

The calculation puts the HOMO energy at -0.1905 Eh. The value obtained for the gap between HOMO and LUMO is 0.204 Ha. The multiplicity is 1.

CARTESIAN COORDINATES (ANGSTROEM)
Pd -0.752 0.295 -0.380
C -1.804 1.116 2.586
C -3.024 1.447 1.809
C -4.253 1.771 2.379
C -5.337 1.989 1.546
C -5.163 1.919 0.175
C -3.889 1.634 -0.317
N -2.865 1.392 0.493
C -3.574 1.635 -1.755
C -4.307 2.425 -2.639
C -3.915 2.473 -3.964
C -2.826 1.727 -4.374
C -2.150 0.951 -3.428
N -2.519 0.922 -2.149
C -0.953 0.168 -3.793
C -0.755 -0.321 -5.086
C 0.422 -0.988 -5.379
C 1.347 -1.187 -4.368
C 1.063 -0.700 -3.094
C 1.986 -0.918 -1.940
N -0.052 -0.031 -2.829
H -1.896 1.291 3.654
H -0.964 1.685 2.187
H -1.575 0.062 2.414
H -4.350 1.846 3.450
H -6.310 2.207 1.963
H -6.001 2.073 -0.487
H -5.142 3.014 -2.295
H -4.430 3.108 -4.668
H -2.494 1.777 -5.400
H -1.508 -0.195 -5.848
H 0.603 -1.356 -6.380
H 2.276 -1.712 -4.543
H 2.919 -0.370 -2.078
H 2.227 -1.977 -1.838
H 1.464 -0.553 -1.049
C 4.034 0.707 0.981
N 3.357 1.771 0.287
C 4.076 3.025 0.285
C 1.961 1.792 0.223
N 1.171 1.100 0.978
C 1.426 0.836 2.304
C 1.995 1.870 3.045
C 2.166 1.802 4.421
C 1.752 0.689 5.097
C 1.161 -0.386 4.403
C 0.714 -1.492 5.155
C 0.106 -2.548 4.539
C -0.066 -2.532 3.163
C 0.367 -1.474 2.365
N 0.020 -1.536 1.035
C 0.060 -2.639 0.357
N 1.022 -3.645 0.509
C 2.253 -3.372 1.206
C 0.589 -5.020 0.640
N -0.845 -2.888 -0.627
C -2.067 -2.112 -0.665
C -0.468 -3.565 -1.845
C 0.996 -0.347 2.986
N 1.474 2.595 -0.765
C 2.114 2.659 -2.058
C 0.064 2.923 -0.764
H 5.010 0.554 0.513
H 3.453 -0.208 0.890
H 4.195 0.921 2.046
H 4.401 3.291 1.300
H 3.430 3.814 -0.088
H 4.962 2.958 -0.354
H 2.269 2.781 2.528
H 2.614 2.635 4.942
H 1.855 0.609 6.170
H 0.852 -1.470 6.226
H -0.255 -3.395 5.105
H -0.592 -3.353 2.692
H 2.557 -2.345 1.023
H 3.022 -4.043 0.816
H 2.178 -3.533 2.289
H -0.434 -5.125 0.293
H 0.634 -5.341 1.689
H 1.234 -5.680 0.051
H -2.642 -2.291 0.248
H -2.656 -2.413 -1.529
H -1.844 -1.008 -0.723
H 0.562 -3.901 -1.760
H -0.556 -2.891 -2.703
H -1.113 -4.432 -2.022
H 3.073 2.152 -2.018
H 2.266 3.699 -2.359
H 1.488 2.165 -2.809
H -0.172 3.519 0.121
H -0.565 1.989 -0.754
H -0.159 3.507 -1.655



The following is a quantum chemistry calculation of a structure of composition C32H30AsN3O3Zr, from the Open Molecules 2025 dataset.

As for the charge: +4. The calculation puts the energy above the lowest of the compared OMol25 structures with the same formula, charge and spin at 1.8788 eV. The calculation puts the HOMO energy at -0.6718 Eh. The value obtained for the gap between HOMO and LUMO is 0.159 Ha. The multiplicity is 1.

CARTESIAN COORDINATES (ANGSTROEM)
N -0.780 -1.606 -2.355
C -0.515 -2.725 -2.562
C -0.196 -4.071 -2.869
H 0.809 -4.117 -3.296
H -0.917 -4.460 -3.592
H -0.242 -4.656 -1.951
N -3.111 1.054 -1.253
C -4.188 1.348 -0.962
C -5.502 1.705 -0.570
H -6.256 1.240 -1.182
H -5.679 2.765 -0.642
H -5.720 1.426 0.446
N 0.356 2.149 -2.020
C 1.177 2.962 -2.065
C 2.209 3.946 -2.145
H 2.194 4.535 -1.227
H 2.032 4.598 -3.004
H 3.174 3.444 -2.252
Zr -1.196 0.572 -2.200
C -1.299 2.346 0.377
O -1.429 2.879 1.394
C -2.345 -1.225 0.083
O -2.751 -1.799 1.004
C -2.245 -0.362 -4.386
C -0.929 -0.007 -4.633
C -0.540 1.316 -4.513
C -1.470 2.275 -4.141
C -2.771 1.914 -3.886
C -3.160 0.595 -4.010
H -2.596 -1.366 -4.599
H -0.235 -0.717 -5.066
H 0.446 1.603 -4.853
H -1.213 3.330 -4.164
H -3.504 2.689 -3.677
H -4.203 0.314 -3.904
O 0.159 -0.006 -0.334
As 1.010 -0.385 1.174
C -0.119 0.069 2.727
C 0.006 1.296 3.377
C -0.856 1.619 4.433
C -1.789 0.691 4.904
C -1.827 -0.575 4.316
C -0.966 -0.904 3.265
C 1.353 -2.308 1.576
C 1.677 -2.789 2.858
C 1.860 -4.164 3.064
C 1.737 -5.063 2.005
C 1.457 -4.569 0.728
C 1.290 -3.195 0.508
C 2.755 0.517 1.410
C 2.812 1.907 1.259
C 3.979 2.619 1.574
C 5.116 1.960 2.043
C 5.070 0.573 2.189
C 3.901 -0.149 1.883
H 0.773 2.012 3.087
H -0.816 2.609 4.891
H -2.475 0.952 5.719
H -2.552 -1.306 4.681
H -0.960 -1.917 2.883
H 1.775 -2.117 3.709
H 2.089 -4.551 4.054
H 1.854 -6.140 2.163
H 1.356 -5.259 -0.115
H 1.088 -2.814 -0.491
H 1.944 2.443 0.877
H 3.998 3.702 1.442
H 6.023 2.523 2.286
H 5.967 0.055 2.533
H 3.909 -1.231 1.998



The following is a quantum chemistry calculation of the molecule C5H5NO, from the Open Molecules 2025 dataset.

The calculation puts the energy above the lowest of the compared OMol25 structures with the same formula, charge and spin at 5.5843 eV. The calculation puts the HOMO energy at -0.3212 Eh. The value obtained for the gap between HOMO and LUMO is 0.338 Ha. The multiplicity is 1.

CARTESIAN COORDINATES (ANGSTROEM)
O 0.245 -1.617 1.919
C -0.131 -1.020 0.962
C 0.297 -0.867 -0.542
N -1.123 -0.581 -0.738
C -1.315 -0.099 0.545
C 0.282 1.346 0.318
C 0.987 0.493 -0.413
H 0.769 -1.653 -1.136
H -1.435 -0.036 -1.535
H -1.156 1.076 0.697
H 0.587 2.310 0.714
H 1.994 0.648 -0.791



The following is a quantum chemistry calculation of a structure of composition C36H49N7OReS, from the Open Molecules 2025 dataset.

As for the expectation value of S²: 3.7701. As for the charge: +4. The calculation puts the HOMO energy (alpha / beta) at -0.6680 / -0.6666 Eh. The value obtained for the gap between HOMO and LUMO (alpha / beta) is 0.232 / 0.169 Ha. The multiplicity is 4.

CARTESIAN COORDINATES (ANGSTROEM)
Re -0.408 -1.106 -0.598
C -0.541 -3.577 0.341
N -1.374 -3.132 1.446
C -2.615 -3.892 1.630
C -1.070 -2.015 2.121
N -0.333 -1.084 1.423
C 0.604 -0.216 2.035
C 1.268 -0.663 3.170
C 2.105 0.158 3.917
C 2.333 1.441 3.491
C 1.804 1.895 2.262
C 2.211 3.168 1.807
C 1.865 3.597 0.554
C 1.021 2.810 -0.224
C 0.476 1.615 0.232
N -0.430 0.920 -0.615
C -1.270 1.578 -1.499
N -1.832 2.746 -1.214
C -2.045 3.239 0.146
C -2.198 3.724 -2.247
N -1.573 0.938 -2.636
C -2.849 1.094 -3.349
C -0.704 -0.099 -3.161
C 0.922 1.076 1.487
N -1.541 -1.812 3.342
C -1.758 -0.490 3.928
C -1.784 -2.912 4.286
H -0.567 -4.666 0.285
H 0.499 -3.288 0.485
H -0.941 -3.225 -0.643
H -3.033 -4.109 0.646
H -3.343 -3.320 2.198
H -2.443 -4.849 2.124
H 1.124 -1.689 3.488
H 2.569 -0.210 4.822
H 2.957 2.111 4.067
H 2.831 3.781 2.449
H 2.242 4.535 0.167
H 0.787 3.139 -1.228
H -1.915 2.454 0.885
H -3.062 3.627 0.212
H -1.363 4.057 0.379
H -1.739 3.482 -3.201
H -1.833 4.701 -1.928
H -3.277 3.807 -2.370
H -3.581 1.614 -2.739
H -3.235 0.101 -3.583
H -2.720 1.625 -4.292
H 0.347 0.153 -3.029
H -0.891 -0.215 -4.228
H -0.938 -1.101 -2.718
H -1.700 0.297 3.181
H -1.030 -0.293 4.715
H -2.749 -0.479 4.383
H -1.338 -3.838 3.939
H -2.848 -3.058 4.470
H -1.325 -2.641 5.238
N 1.430 -1.630 -1.298
S 3.034 -1.335 -1.699
C 3.085 0.117 -2.735
C 3.339 -0.172 -4.075
C 3.523 0.876 -4.965
C 3.459 2.186 -4.507
C 3.202 2.455 -3.164
C 3.016 1.422 -2.260
C 3.902 -0.851 -0.216
C 5.044 -0.071 -0.357
C 5.869 0.107 0.743
C 5.573 -0.518 1.947
C 4.447 -1.326 2.060
C 3.606 -1.502 0.974
H 1.280 -2.567 -1.682
H 3.423 -1.198 -4.414
H 3.744 0.664 -6.002
H 3.632 3.001 -5.197
H 3.189 3.480 -2.815
H 2.849 1.628 -1.210
H 5.313 0.371 -1.308
H 6.763 0.708 0.647
H 6.239 -0.398 2.790
H 4.258 -1.855 2.984
H 2.755 -2.170 1.034
C -4.900 -1.236 -1.120
C -4.847 -0.656 0.299
C -3.414 -0.166 0.384
O -2.639 -1.134 -0.393
C -3.548 -1.917 -1.248
H -5.009 -0.435 -1.852
H -5.716 -1.941 -1.262
H -5.057 -1.422 1.047
H -5.550 0.162 0.444
H -3.003 -0.128 1.392
H -3.317 0.812 -0.089
H -3.584 -2.935 -0.858
H -3.162 -1.929 -2.268